Entry A
17
Properties=species:S:1:pos:R:3:nbo_charge:R:1 method="wB97M-V/def2-TZVPD" homo_lumo_gap_ev=6.75 mol_weight_da=87.14 charge=-1 homo_energy_ev=-2.5 e_lumo_ev=4.275
C -0.53 -1.55 0.67 -0.0019
O -0.86 -1.00 -0.51 -0.9488
C -0.84 -0.63 1.89 -0.4271
C -0.28 0.78 1.71 -0.6336
H 0.55 -1.83 0.76 0.0540
H -1.08 -2.50 0.93 0.0690
H -0.51 -1.09 2.84 0.1540
H -1.93 -0.61 2.03 0.1698
H -0.88 1.51 2.27 0.1760
H -0.45 1.02 0.65 0.2373
H 0.77 0.88 1.96 0.1799
C 1.28 0.50 -2.01 -0.3695
C 0.73 1.11 -3.05 -0.4375
H 2.37 0.49 -1.97 0.1552
H 0.70 0.16 -1.15 0.2755
H 1.29 1.51 -3.89 0.1595
H -0.34 1.24 -3.13 0.1881



Entry B
17
Properties=species:S:1:pos:R:3:nbo_charge:R:1 method="wB97M-V/def2-TZVPD" homo_lumo_gap_ev=5.78 mol_weight_da=87.14 smiles=CCCCC[O-] charge=-1 homo_energy_ev=-2.0 e_lumo_ev=3.791
C -0.35 0.47 -2.38 -0.0508
O 0.13 -0.38 -3.43 -0.9937
C 0.32 0.12 -1.04 -0.4466
C -0.34 0.75 0.16 -0.3981
C 0.31 0.28 1.58 -0.3913
C 0.17 -1.33 1.93 -0.6379
H -0.34 1.58 -2.61 0.0835
H -1.45 0.38 -2.26 0.0887
H 1.38 0.60 -0.86 0.1510
H 0.50 -0.98 -1.13 0.2329
H -1.43 0.29 0.00 0.1756
H -0.55 1.87 0.37 0.2001
H -0.33 0.72 2.32 0.1812
H 1.41 0.57 1.53 0.1891
H -0.92 -1.46 2.19 0.2052
H 0.94 -1.64 2.55 0.1963
H 0.56 -1.85 1.08 0.2146



Quick one: most stable of them? entry A



Entry A
13
Properties=species:S:1:pos:R:3:nbo_charge:R:1 method="wB97M-V/def2-TZVPD" homo_lumo_gap_ev="9.10 / 8.42" mol_weight_da=92.17 homo_energy_ev="-9.0 / -8.1" e_lumo_ev="0.076 / 0.363"
C -0.54 -1.79 0.49 -0.4891
C -0.57 1.66 -0.13 -0.4769
N 0.34 -0.78 0.98 -0.4173
N 0.28 0.77 -0.86 -0.5221
S 1.82 1.30 -1.05 0.2940
H -0.21 -2.02 -0.51 0.2010
H -0.52 -2.66 1.11 0.2074
H -1.47 -1.22 0.64 0.1988
H -1.34 1.21 0.42 0.2146
H -0.20 2.34 0.71 0.1923
H -1.02 2.25 -0.98 0.2074
H 1.23 -1.16 0.76 0.2837
H 2.21 0.10 -1.57 0.1061



Entry B
13
Properties=species:S:1:pos:R:3:nbo_charge:R:1 method="wB97M-V/def2-TZVPD" homo_lumo_gap_ev=6.73 mol_weight_da=92.17 homo_energy_ev=-6.5 e_lumo_ev=0.227
N 0.09 1.45 1.34 -0.7755
C -0.19 1.30 0.05 0.4008
N 0.72 1.52 -0.89 -0.7484
H 0.99 1.82 1.63 0.3915
H -0.40 0.77 1.90 0.4630
H -1.20 1.08 -0.23 0.2560
H 0.44 1.39 -1.84 0.4184
H 1.68 1.45 -0.64 0.4020
C -0.39 -2.24 -0.39 -0.7082
S -1.10 -1.26 1.02 -0.6649
H -0.04 -3.19 0.00 0.2037
H -1.10 -2.39 -1.20 0.1930
H 0.49 -1.69 -0.74 0.1684



Entry C
13
Properties=species:S:1:pos:R:3:nbo_charge:R:1 method="wB97M-V/def2-TZVPD" homo_lumo_gap_ev=8.25 mol_weight_da=92.17 homo_energy_ev=-7.7 e_lumo_ev=0.564
S 1.45 1.25 0.86 -0.7341
H 2.51 0.42 0.83 0.1329
C 0.08 -1.21 -1.95 -0.4080
N -1.72 -0.02 0.95 -0.7762
C -1.38 -0.69 -0.15 0.3493
N -0.26 -0.49 -0.74 -0.5208
H 0.30 -0.51 -2.75 0.2145
H -0.74 -1.87 -2.26 0.1847
H 0.94 -1.85 -1.76 0.2113
H -1.05 0.61 1.36 0.4361
H -2.48 -0.31 1.54 0.4033
H -2.10 -1.34 -0.65 0.1761
H 0.55 0.26 -0.17 0.3310



Entry D
13
Properties=species:S:1:pos:R:3:nbo_charge:R:1 method="wB97M-V/def2-TZVPD" homo_lumo_gap_ev=8.85 mol_weight_da=92.17 smiles="N/C=C/N.S" homo_energy_ev=-8.0 e_lumo_ev=0.829
S -0.70 -2.37 -1.99 -0.5227
H -1.23 -2.70 -0.66 0.1389
C 0.89 0.54 0.59 -0.0498
C -0.40 0.51 0.24 -0.1159
N -0.75 0.47 -1.15 -0.7990
N 1.31 0.87 1.91 -0.7953
H 1.66 0.34 -0.14 0.1936
H -1.20 0.54 0.98 0.1961
H -1.65 0.87 -1.37 0.3987
H 0.02 0.94 -1.61 0.3901
H -0.64 -0.96 -1.51 0.2378
H 0.57 0.62 2.56 0.3624
H 2.12 0.31 2.16 0.3651



Quick one: most stable of them? entry C



Entry A
13
Properties=species:S:1:pos:R:3:nbo_charge:R:1 method="wB97M-V/def2-TZVPD" homo_lumo_gap_ev="8.04 / 8.04" mol_weight_da=92.17 smiles="NN=S.CC" homo_energy_ev="-8.7 / -8.7" e_lumo_ev="-0.667 / -0.667"
C -2.27 0.32 -0.30 -0.6068
C -1.11 1.10 0.34 -0.5877
N 2.66 -1.11 1.20 -0.6036
N 2.23 0.12 0.64 -0.3166
S 1.93 0.18 -0.90 0.1865
H -2.76 0.74 -1.29 0.1975
H -1.82 -0.57 -0.43 0.1966
H -3.13 0.17 0.44 0.2004
H -1.32 0.85 1.58 0.1830
H -0.18 0.88 -0.07 0.1990
H 2.91 -1.95 0.71 0.3646
H 3.02 -1.19 2.15 0.3836
H -1.15 2.18 0.41 0.2034



Entry B
13
Properties=species:S:1:pos:R:3:nbo_charge:R:1 method="wB97M-V/def2-TZVPD" homo_lumo_gap_ev=6.64 mol_weight_da=92.17 homo_energy_ev=-6.6 e_lumo_ev=0.079
C -0.04 -1.58 0.75 -0.4139
N 1.20 1.53 -0.72 -0.7505
C 0.41 0.51 -0.39 0.3329
N 0.84 -0.46 0.36 -0.5196
H 0.58 -2.39 1.13 0.2035
H -0.56 -1.93 -0.13 0.2423
H -0.76 -1.24 1.48 0.2406
H 2.09 1.74 -0.33 0.3911
H 0.82 2.25 -1.31 0.4181
H -0.68 0.58 -0.67 0.2777
H 1.77 -0.38 0.74 0.3896
S -2.67 0.07 -0.69 -0.9249
H -3.00 1.29 -0.21 0.1131



Entry C
13
Properties=species:S:1:pos:R:3:nbo_charge:R:1 method="wB97M-V/def2-TZVPD" homo_lumo_gap_ev=8.20 mol_weight_da=92.17 homo_energy_ev=-7.6 e_lumo_ev=0.571
C -0.20 -0.40 1.80 -0.4146
N 0.99 -0.36 -1.72 -0.7831
C 0.96 -0.56 -0.38 0.3506
N 0.05 0.00 0.39 -0.5320
H -0.07 0.44 2.51 0.2149
H 0.48 -1.22 2.08 0.1884
H -1.23 -0.75 1.89 0.2235
H 0.23 0.23 -2.09 0.4380
H 1.82 -0.43 -2.26 0.4047
H 1.71 -1.18 0.14 0.1819
H -0.81 0.75 -0.09 0.3436
S -2.19 1.16 -1.01 -0.7265
H -1.75 2.34 -1.25 0.1107



Quick one: most stable of them? entry C



Entry A
46
Properties=species:S:1:pos:R:3:nbo_charge:R:1 method="wB97M-V/def2-TZVPD" homo_lumo_gap_ev=9.09 mol_weight_da=304.39 smiles="CC(=O)N1CCC(C(=O)NCCOc2cccc(C)c2)CC1" homo_energy_ev=-8.5 e_lumo_ev=0.573
C 1.02 -3.68 -1.98 -0.7137
C 1.81 -3.48 -0.69 0.6874
O 3.00 -3.70 -0.64 -0.6305
N 1.11 -3.09 0.40 -0.4448
C -0.28 -2.72 0.44 -0.2082
H -0.75 -3.24 1.29 0.1875
C -0.42 -1.21 0.64 -0.4054
H 0.04 -0.69 -0.20 0.2221
H -1.47 -0.93 0.68 0.2120
C 0.30 -0.78 1.93 -0.3175
C 0.23 0.74 2.02 0.7024
O 1.11 1.47 1.61 -0.6204
N -0.91 1.21 2.58 -0.6195
H -1.65 0.56 2.80 0.3890
C -1.27 2.60 2.48 -0.2650
H -1.54 3.00 3.47 0.2004
C -2.45 2.81 1.52 -0.0738
O -2.35 2.02 0.36 -0.5205
C -1.38 2.29 -0.57 0.3899
C -1.23 1.33 -1.56 -0.3022
C -0.27 1.46 -2.55 0.0171
C 0.54 2.59 -2.56 -0.2507
C 0.37 3.56 -1.59 -0.1559
C -0.58 3.43 -0.59 -0.3323
H -0.69 4.21 0.14 0.2137
H 0.99 4.44 -1.60 0.2122
H 1.29 2.70 -3.32 0.2098
C -0.09 0.39 -3.59 -0.6317
H -0.08 0.83 -4.59 0.2220
H 0.87 -0.11 -3.45 0.2216
H -0.88 -0.35 -3.54 0.2102
H -1.88 0.47 -1.54 0.2136
H -2.57 3.87 1.28 0.1822
H -3.38 2.46 1.99 0.1885
H -0.37 3.11 2.12 0.2434
H -0.21 -1.22 2.80 0.2016
C 1.75 -1.26 1.89 -0.3936
C 1.82 -2.76 1.62 -0.2273
H 1.36 -3.31 2.45 0.1804
H 2.85 -3.08 1.50 0.2535
H 2.27 -0.72 1.09 0.2306
H 2.25 -1.03 2.83 0.2163
H -0.79 -3.02 -0.47 0.2159
H 0.25 -4.44 -1.85 0.2241
H 1.72 -4.01 -2.74 0.2445
H 0.56 -2.75 -2.29 0.2210



Entry B
46
Properties=species:S:1:pos:R:3:nbo_charge:R:1 method="wB97M-V/def2-TZVPD" homo_lumo_gap_ev=8.31 mol_weight_da=304.39 smiles="CCN(CC)CCCNC(=O)/C=C/c1ccc2c(c1)OCO2" homo_energy_ev=-8.0 e_lumo_ev=0.290
C -3.25 -2.48 -1.51 -0.6349
H -2.72 -3.38 -1.82 0.2105
H -4.30 -2.61 -1.77 0.1978
H -2.86 -1.64 -2.06 0.2076
C -3.07 -2.27 0.00 -0.1951
N -3.58 -1.04 0.57 -0.4595
C -5.02 -0.94 0.71 -0.2093
H -5.39 -1.94 0.92 0.1943
C -5.81 -0.36 -0.47 -0.6343
H -6.87 -0.41 -0.25 0.2123
H -5.55 0.68 -0.64 0.2008
H -5.62 -0.91 -1.39 0.2048
H -5.22 -0.32 1.59 0.1850
C -2.90 0.15 0.11 -0.2193
H -3.26 0.51 -0.86 0.1725
C -3.02 1.29 1.14 -0.4102
C -2.04 2.42 0.82 -0.2280
N -0.66 2.00 0.95 -0.6067
C 0.17 1.87 -0.12 0.6366
O -0.16 2.19 -1.24 -0.6393
C 1.50 1.33 0.22 -0.3141
C 2.43 1.19 -0.73 -0.0991
C 3.78 0.68 -0.59 -0.1037
C 4.61 0.68 -1.71 -0.1667
C 5.92 0.22 -1.67 -0.2606
C 6.38 -0.25 -0.46 0.2332
C 5.56 -0.26 0.67 0.3007
C 4.27 0.19 0.63 -0.2573
H 3.66 0.17 1.52 0.2220
O 6.26 -0.78 1.73 -0.4900
C 7.54 -1.09 1.23 0.2357
O 7.61 -0.76 -0.14 -0.4718
H 8.30 -0.52 1.78 0.1591
H 7.73 -2.17 1.35 0.1591
H 6.55 0.23 -2.54 0.2311
H 4.22 1.06 -2.65 0.2169
H 2.14 1.49 -1.73 0.2298
H 1.68 1.07 1.26 0.1897
H -0.37 1.65 1.85 0.3885
H -2.16 2.75 -0.21 0.2354
H -2.22 3.26 1.50 0.1941
H -2.81 0.88 2.13 0.2005
H -4.03 1.69 1.14 0.2049
H -1.85 -0.10 -0.01 0.2022
H -3.55 -3.10 0.53 0.1881
H -2.00 -2.31 0.23 0.1866



Quick one: most stable of them? entry A